(1)
Formula: C17H19N3O5S
Source: OMol25
Level of theory: ωB97M-V/def2-TZVPD

Each line ends with the Löwdin charge.
Geometry (Å):
S -0.908 -3.846 0.433  0.628
O -0.130 0.452 3.578  -0.056
O -1.738 -4.974 0.136  -0.299
O 1.579 -2.390 -1.480  0.061
O -0.144 3.017 3.192  -0.062
O -1.242 -3.029 1.562  -0.315
N -0.503 -1.620 -1.074  -0.041
N -1.053 -2.888 -0.955  -0.063
N -1.304 0.113 -2.414  0.087
C -0.153 4.415 3.048  -0.085
C 0.801 -4.407 0.595  -0.102
C 1.521 1.961 -3.886  -0.073
C 2.353 0.196 -2.499  -0.003
C -0.461 2.254 2.112  -0.198
C 2.591 1.280 -3.319  -0.081
C -0.754 0.005 1.276  0.047
C -0.449 0.855 2.323  -0.183
C -1.097 1.870 -0.183  -0.035
C -0.033 0.531 -2.738  -0.224
C -0.040 -0.933 3.830  -0.068
C -0.791 2.737 0.859  -0.007
C -1.077 0.504 0.016  -0.156
C -1.414 -0.479 -1.101  -0.205
C 0.221 1.591 -3.606  -0.023
C 0.780 -1.466 -1.531  -0.360
C 1.050 -0.189 -2.203  -0.069
H 1.705 2.794 -4.547  0.106
H 1.072 -4.308 1.637  0.063
H 3.602 1.585 -3.537  0.101
H 0.124 4.812 4.023  0.094
H 0.826 -5.440 0.279  0.064
H 0.767 -1.389 3.249  0.099
H -2.071 0.694 -2.718  0.141
H -0.609 2.126 -4.046  0.112
H 0.576 4.749 2.302  0.096
H -0.814 3.798 0.670  0.104
H -1.349 2.296 -1.141  0.105
H 0.182 -1.019 4.893  0.096
H -0.973 -1.455 3.603  0.087
H -0.774 -1.060 1.430  0.069
H 3.164 -0.381 -2.082  0.121
H -2.423 -0.882 -0.961  0.170
H -1.146 4.786 2.775  0.096
H 1.431 -3.788 -0.036  0.030
H -0.896 -3.477 -1.764  0.131

Kohn-Sham gap in eV: 8.35
Structure (SMILES): COc1ccc([C@H]2Nc3ccccc3C(=O)N2NS(C)(=O)=O)cc1OC
Energy relative to the best compared isomer or geometry (same formula, charge and spin) in kJ/mol: 310.1
Electronic energy in eV: -43479.08609

=====

(2)
Formula: C19H22IN5OSTi
Source: OMol25
Level of theory: ωB97M-V/def2-TZVPD

Each line ends with the Löwdin spin population.
Geometry (Å):
I -1.399 1.349 2.900  0.004
Ti -1.276 -0.243 0.407  0.559
S -1.046 -2.008 -1.303  0.022
O 0.483 0.112 0.284  0.002
N -3.219 0.005 0.081  0.030
N -1.309 1.498 -0.491  0.025
N 1.278 -3.130 -1.798  0.000
N -0.110 2.109 -0.590  0.010
N 0.780 -2.812 0.435  0.009
C 0.828 1.302 -0.167  -0.001
C -5.898 0.804 0.051  0.055
C 2.589 2.951 -0.689  -0.001
C -2.458 2.166 -0.466  0.093
C 3.915 3.338 -0.675  0.000
C -2.571 3.647 -0.606  0.015
C -3.563 1.311 -0.197  0.060
C 2.220 1.714 -0.153  0.000
C 3.191 0.892 0.419  -0.001
C 0.458 -2.680 -0.853  0.007
C 4.880 2.502 -0.134  -0.001
C -4.210 -0.882 0.288  0.048
C -1.264 -0.809 2.418  0.015
C -4.908 1.725 -0.191  0.011
C 2.017 -3.435 0.868  0.001
C -5.540 -0.535 0.275  0.013
C 4.515 1.288 0.426  0.000
C 2.599 -3.678 -1.536  0.000
C 3.097 -3.195 -0.180  0.000
H -0.360 -1.116 2.952  0.001
H -3.890 -1.906 0.460  0.001
H 3.332 -2.118 -0.232  0.000
H -2.861 4.094 0.360  0.006
H 2.552 -4.780 -1.568  0.000
H 2.890 -0.053 0.875  0.000
H 0.958 -3.046 -2.758  0.000
H -2.135 -1.252 2.909  0.005
H -6.944 1.105 0.062  0.003
H -6.308 -1.290 0.448  0.000
H 2.310 -3.006 1.838  0.000
H 4.198 4.306 -1.089  0.000
H 4.012 -3.724 0.097  0.000
H -3.345 3.915 -1.340  0.003
H -1.600 4.059 -0.913  0.000
H 5.271 0.650 0.879  0.000
H 5.929 2.808 -0.136  0.000
H -5.138 2.776 -0.379  0.000
H 1.856 -4.520 1.008  0.000
H 1.809 3.598 -1.093  0.000
H 3.278 -3.345 -2.329  0.000
H 0.110 -2.464 1.126  0.005

Expectation value of S²: 0.765
Net charge: +1
Kohn-Sham gap (alpha / beta) in eV: 5.92 / 7.14
Electronic energy in eV: -71605.76853
2S+1: 2

=====

(3)
Formula: H20HeO10
Source: OMol25
Level of theory: ωB97M-V/def2-TZVPD

Each line ends with the Löwdin charge.
Geometry (Å):
O -4.063 -0.531 -0.743  -0.027
O 2.446 2.897 -1.613  -0.059
O -2.385 0.197 -2.916  -0.048
O 0.060 -3.110 1.778  -0.045
O -0.133 2.106 -2.877  -0.054
O -2.686 1.543 2.226  -0.062
O 1.597 2.197 1.457  -0.058
O 2.915 -1.229 -1.899  -0.055
O -0.786 -0.674 2.563  -0.061
O 2.450 -1.890 1.113  -0.026
He 0.332 0.150 -0.306  0.135
H -3.441 -0.998 -0.185  0.053
H -2.003 -0.630 -3.210  0.046
H 2.457 3.834 -1.419  0.032
H 2.643 -1.297 -0.984  -0.025
H -2.156 0.782 1.989  -0.020
H -0.518 -1.582 2.422  -0.028
H -0.178 -0.345 3.225  0.040
H 1.520 2.686 -1.732  -0.020
H 0.327 -3.691 2.490  0.059
H 1.356 1.793 0.623  -0.031
H -0.794 1.414 -2.844  -0.013
H -4.573 -1.223 -1.164  0.054
H 2.722 -1.161 1.671  0.066
H -0.612 2.881 -3.170  0.045
H 2.985 -2.136 -2.197  0.027
H 1.941 1.475 1.983  0.008
H 3.088 -2.580 1.291  0.075
H -2.369 1.796 3.093  0.024
H 0.852 -2.619 1.559  -0.016
H -2.995 -0.054 -2.223  -0.014

Kohn-Sham gap in eV: 10.03
Energy relative to the best compared isomer or geometry (same formula, charge and spin) in kJ/mol: 119.1
Electronic energy in eV: -20878.67460

=====

(4)
Formula: H2N3O3S
Source: OMol25
Level of theory: ωB97M-V/def2-TZVPD

Each line ends with the Löwdin charge.
Geometry (Å):
S -1.172 -0.130 0.056  0.344
O -2.293 -0.971 -0.357  -0.395
O -1.530 1.294 0.156  -0.428
O -0.361 -0.534 1.193  -0.452
N 1.918 0.192 1.558  0.030
N 0.054 -0.170 -1.220  -0.120
N 2.586 -0.383 0.893  0.027
H -0.107 0.750 -1.650  0.024
H 0.904 -0.049 -0.630  -0.030

Net charge: -1
Kohn-Sham gap in eV: 9.17
Energy relative to the best compared isomer or geometry (same formula, charge and spin) in kJ/mol: 30.9
Electronic energy in eV: -21483.08529

=====

> Among the records above, which one has the highest electronic energy?

H20HeO10

=====

Please write out number 1 again, unchanged.
Formula: C17H19N3O5S
Source: OMol25
Level of theory: ωB97M-V/def2-TZVPD

Each line ends with the Löwdin charge.
Geometry (Å):
S -0.908 -3.846 0.433  0.628
O -0.130 0.452 3.578  -0.056
O -1.738 -4.974 0.136  -0.299
O 1.579 -2.390 -1.480  0.061
O -0.144 3.017 3.192  -0.062
O -1.242 -3.029 1.562  -0.315
N -0.503 -1.620 -1.074  -0.041
N -1.053 -2.888 -0.955  -0.063
N -1.304 0.113 -2.414  0.087
C -0.153 4.415 3.048  -0.085
C 0.801 -4.407 0.595  -0.102
C 1.521 1.961 -3.886  -0.073
C 2.353 0.196 -2.499  -0.003
C -0.461 2.254 2.112  -0.198
C 2.591 1.280 -3.319  -0.081
C -0.754 0.005 1.276  0.047
C -0.449 0.855 2.323  -0.183
C -1.097 1.870 -0.183  -0.035
C -0.033 0.531 -2.738  -0.224
C -0.040 -0.933 3.830  -0.068
C -0.791 2.737 0.859  -0.007
C -1.077 0.504 0.016  -0.156
C -1.414 -0.479 -1.101  -0.205
C 0.221 1.591 -3.606  -0.023
C 0.780 -1.466 -1.531  -0.360
C 1.050 -0.189 -2.203  -0.069
H 1.705 2.794 -4.547  0.106
H 1.072 -4.308 1.637  0.063
H 3.602 1.585 -3.537  0.101
H 0.124 4.812 4.023  0.094
H 0.826 -5.440 0.279  0.064
H 0.767 -1.389 3.249  0.099
H -2.071 0.694 -2.718  0.141
H -0.609 2.126 -4.046  0.112
H 0.576 4.749 2.302  0.096
H -0.814 3.798 0.670  0.104
H -1.349 2.296 -1.141  0.105
H 0.182 -1.019 4.893  0.096
H -0.973 -1.455 3.603  0.087
H -0.774 -1.060 1.430  0.069
H 3.164 -0.381 -2.082  0.121
H -2.423 -0.882 -0.961  0.170
H -1.146 4.786 2.775  0.096
H 1.431 -3.788 -0.036  0.030
H -0.896 -3.477 -1.764  0.131

Kohn-Sham gap in eV: 8.35
Structure (SMILES): COc1ccc([C@H]2Nc3ccccc3C(=O)N2NS(C)(=O)=O)cc1OC
Energy relative to the best compared isomer or geometry (same formula, charge and spin) in kJ/mol: 310.1
Electronic energy in eV: -43479.08609

=====

> Look up the electronic energy of the third one.

-20878.67460 eV